Record 1
The following is a DFT calculation (ωB97M-V/def2-TZVPD) of a 12-piece molecular cluster, C45H84O36 overall in a non-equilibrium geometry.

Geometry as XYZ:
```
165
Properties=species:S:1:pos:R:3
C -6.75913 -2.19888 1.78278
C -6.15377 -1.22670 0.73967
O -5.24217 -0.36575 1.54663
C -5.20652 0.89951 1.43202
O -5.84089 1.58022 0.57131
O -4.30820 1.36722 2.35357
C -3.99483 2.73248 2.33089
H -6.09182 -2.93723 2.22734
H -7.56521 -2.72751 1.27397
H -7.28301 -1.61107 2.53652
H -6.89599 -0.60495 0.23905
H -5.52837 -1.77389 0.03428
H -3.30871 2.94827 3.14990
H -4.91122 3.29867 2.49755
H -3.71547 3.00746 1.31382
C -1.39904 1.78828 7.05582
C -0.48205 0.71665 7.73319
O 0.44882 0.24152 6.74966
C 1.51990 0.94579 6.30354
O 1.95720 2.03806 6.72893
O 2.25349 0.06248 5.60188
C 3.47904 0.57549 5.13048
H -2.37086 1.82396 7.54817
H -1.60509 1.52916 6.01731
H -0.91360 2.75207 7.20926
H -1.17252 -0.09197 7.97294
H -0.08479 0.89441 8.73253
H 4.03663 0.88814 6.01334
H 3.45379 1.49050 4.53869
H 3.94151 -0.20910 4.53161
C 0.25802 -3.32212 -0.91953
C -0.89323 -4.31486 -1.00342
O -1.14754 -4.74895 -2.36630
C -0.41575 -5.67633 -3.00035
O 0.59821 -6.24251 -2.53730
O -0.92984 -5.80533 -4.25327
C -0.28940 -6.57283 -5.21538
H 1.00688 -3.59502 -1.66305
H 0.63671 -3.28613 0.10194
H 0.03888 -2.27489 -1.12785
H -1.70231 -3.72929 -0.56685
H -0.82584 -5.16450 -0.32395
H -0.98849 -6.59333 -6.05141
H 0.10661 -7.52946 -4.87461
H 0.56922 -6.03868 -5.62227
C -0.16105 2.78012 -3.28436
C 1.35201 2.78439 -3.32858
O 1.63211 3.82208 -4.25722
C 2.80627 4.46728 -4.19490
O 3.47051 4.72563 -3.20813
O 3.15388 4.80428 -5.44269
C 4.42834 5.41227 -5.58657
H -0.56470 1.91859 -2.75246
H -0.63768 2.64249 -4.25492
H -0.52814 3.70618 -2.84191
H 1.70450 1.84561 -3.75582
H 1.79593 2.94326 -2.34582
H 4.56616 5.73229 -6.61937
H 5.22156 4.66651 -5.53418
H 4.66456 6.23748 -4.91475
C -2.59065 -1.22603 4.88214
C -3.21545 -1.74337 3.60507
O -2.97229 -3.15221 3.68582
C -3.25036 -3.88157 2.65393
O -3.39693 -3.47375 1.46359
O -3.21095 -5.18461 2.94383
C -3.26806 -6.18481 1.98748
H -2.90152 -1.74945 5.78630
H -2.99612 -0.22802 5.04848
H -1.50509 -1.14011 4.83448
H -2.76923 -1.37178 2.68263
H -4.28427 -1.57119 3.47822
H -2.29621 -6.22680 1.49569
H -3.90452 -5.88180 1.15609
H -3.57177 -7.16951 2.34276
C 4.67738 -2.01905 -5.35362
C 3.31013 -1.25111 -5.50553
O 2.34289 -2.00424 -4.77695
C 1.10951 -1.48795 -4.57689
O 0.79575 -0.37293 -4.89485
O 0.30491 -2.43378 -4.05316
C -1.02446 -2.09956 -3.77739
H 5.45920 -1.39964 -5.79315
H 4.64284 -3.03944 -5.73534
H 4.89120 -2.07342 -4.28618
H 2.98967 -1.37928 -6.53944
H 3.40395 -0.23463 -5.12333
H -1.63269 -2.98672 -3.60107
H -1.56183 -1.54733 -4.54835
H -1.07928 -1.63074 -2.79490
C 2.99047 -1.15867 -1.53013
C 3.90429 -0.07233 -1.15340
O 4.92848 -0.01938 -2.08864
C 5.14395 1.03986 -2.88247
O 4.56781 2.13548 -2.81825
O 6.00708 0.73210 -3.74860
C 6.45721 1.61720 -4.74176
H 2.47344 -0.71348 -2.38018
H 2.31546 -1.36910 -0.70057
H 3.59628 -2.03856 -1.74671
H 4.32952 -0.37083 -0.19518
H 3.41869 0.89631 -1.03498
H 5.60497 2.16262 -5.14712
H 6.96187 0.99482 -5.48073
H 7.13149 2.40226 -4.39953
C 0.70903 5.18112 -0.65075
C 0.44927 3.87969 0.09495
O 1.55696 3.56128 1.02876
C 2.82393 3.30015 0.66564
O 3.31855 3.35920 -0.45515
O 3.48526 2.78055 1.78940
C 4.83293 2.31964 1.69288
H 0.86297 6.01779 0.03070
H -0.14469 5.46569 -1.26580
H 1.48969 5.20882 -1.41095
H 0.24615 3.02835 -0.55472
H -0.41608 4.07613 0.72794
H 5.54199 3.10919 1.94176
H 5.10150 1.85235 0.74546
H 4.97964 1.49839 2.39439
C -3.33555 -0.14501 -6.67752
C -4.71378 0.01005 -6.02936
O -4.82991 -0.54289 -4.68047
C -4.25690 -0.01340 -3.59999
O -3.80668 1.13319 -3.49549
O -4.17530 -0.91466 -2.67095
C -3.63026 -0.67894 -1.41665
H -2.77989 0.67181 -6.21693
H -3.49591 -0.03082 -7.74960
H -2.75788 -1.05554 -6.51838
H -5.43556 -0.49121 -6.67425
H -5.00393 1.06061 -6.01350
H -2.68548 -0.14359 -1.51084
H -3.37076 -1.63170 -0.95513
H -4.39595 -0.30210 -0.73856
O -0.00556 0.00720 -0.81655
C -0.13084 0.26235 0.37164
O -1.19179 0.83375 0.96352
C -0.84539 1.10502 2.32429
C 0.39799 0.23528 2.59898
O 0.80895 -0.04928 1.24787
H -0.56657 2.15727 2.38023
H -1.64384 0.95835 3.05166
H 0.05575 -0.66396 3.11115
H 1.22566 0.66344 3.16444
O -0.26378 -5.06464 2.40779
C 0.21386 -4.46959 3.34841
O 1.39416 -3.88066 3.27326
C 1.64618 -3.07341 4.43545
C 0.46683 -3.42348 5.35935
O -0.44138 -4.17793 4.49972
H 2.50995 -3.32084 5.05251
H 1.77017 -2.00966 4.23252
H 0.12973 -2.45261 5.72248
H 0.76981 -4.09161 6.16552
O -2.00167 5.19836 2.94438
C -0.83081 4.93395 3.27664
O -0.43089 3.95485 4.24760
C 0.95195 4.01073 4.51806
C 1.41139 5.21715 3.63452
O 0.25600 5.60305 2.90657
H 1.15280 4.16809 5.57778
H 1.63309 3.21852 4.20733
H 2.25073 4.92632 3.00283
H 1.63452 6.13827 4.17290
```

Properties
E_tot, a.u.: -4473.66327
Charge: 0

=====

Record 2
The following is a DFT calculation (ωB97M-V/def2-TZVPD) of the molecule C7H5N3OS2 in a non-equilibrium geometry.

Geometry as XYZ:
```
18
Properties=species:S:1:pos:R:3
O -1.44823 -2.83046 -0.34024
C -0.81793 -1.75529 -0.47805
N 0.50049 -1.78985 -0.13634
C 1.19811 -0.85288 0.71004
N 0.65580 -0.12085 1.57322
C 1.57253 1.16659 1.71961
C 2.79064 0.85191 1.21552
S 2.85130 -0.66961 0.45647
C -1.38630 -0.42852 -0.86579
C -0.69381 0.67698 -1.24726
S -1.77251 1.93560 -1.59502
C -3.00390 0.98431 -1.04127
N -2.83050 -0.29446 -0.80922
H 1.00898 -2.74272 -0.20033
H 1.30492 1.92748 2.31518
H 3.82189 1.32700 1.32853
H 0.20657 1.05015 -1.53094
H -3.95805 1.56461 -1.07409
```

Properties
E_tot, a.u.: -1305.54351
Charge: 0

=====

Record 3
The following is a DFT calculation (ωB97M-V/def2-TZVPD) of an isolated ion of composition C3H10N3S and charge +1 in a non-equilibrium geometry.

Geometry as XYZ:
```
17
Properties=species:S:1:pos:R:3
C -0.59669 -2.33044 1.32936
S -1.37834 -0.96690 0.50955
N 0.00975 -0.44349 -0.40320
C -0.41890 0.67170 -1.51641
N -0.27499 1.85533 -0.86725
C 0.99045 1.75169 -0.11859
N 0.98032 0.43025 0.42395
H 0.36510 -1.96947 1.88744
H -0.42048 -3.20590 0.62882
H -1.43574 -2.59396 1.97642
H 0.70102 -1.21104 -0.71369
H -1.42522 0.44202 -1.75538
H 0.46094 0.64245 -2.25269
H -1.10584 2.04650 -0.20109
H 1.80133 1.84130 -0.90754
H 1.14542 2.68787 0.62349
H 0.60185 0.35209 1.35679
```

Properties
E_tot, a.u.: -682.40914
Charge: +1

=====

Record 4
The following is a DFT calculation (ωB97M-V/def2-TZVPD) of a 2-piece molecular cluster, C25H36N3 overall in a non-equilibrium geometry.

Geometry as XYZ:
```
64
Properties=species:S:1:pos:R:3
C -6.85528 -1.68691 3.47085
C -7.05616 -1.15001 2.04480
C -5.89817 -0.17755 1.78353
N -4.93391 -0.41793 2.84268
C -3.71306 0.19127 2.90065
C -3.44166 1.37120 2.15856
C -2.22801 2.02535 2.29310
C -1.17932 1.47335 3.06768
C 0.07528 2.19275 3.31142
C 1.32142 1.47468 3.20911
C 1.39725 0.28733 2.42310
C 2.59449 -0.34993 2.17972
C 3.76066 0.05674 2.88352
N 4.92027 -0.66275 2.80917
C 5.84328 -0.74029 3.92377
C 6.92913 -1.74571 3.49732
C 6.73133 -1.97582 1.99499
C 5.34941 -1.40273 1.63836
C 3.68945 1.21531 3.70328
C 2.53669 1.96376 3.76378
C -1.42784 0.23673 3.72601
C -2.68603 -0.34316 3.72683
C -5.40282 -1.35459 3.85304
H -7.53072 -1.17885 4.16796
H -7.04696 -2.76023 3.54252
H -7.01227 -1.97107 1.32213
H -8.01665 -0.64871 1.92450
H -5.44407 -0.34063 0.79505
H -6.24372 0.86847 1.79850
H -4.20770 1.77738 1.48817
H -2.05167 2.97871 1.78651
H 0.14356 3.26769 3.09116
H 0.47380 -0.07650 1.95914
H 2.64719 -1.19150 1.48620
H 6.28933 0.24869 4.12301
H 5.34450 -1.05740 4.85975
H 7.92476 -1.35828 3.73248
H 6.78951 -2.67856 4.05210
H 7.49912 -1.44408 1.42653
H 6.78894 -3.03284 1.73039
H 4.63285 -2.19694 1.37432
H 5.41808 -0.73751 0.76052
H 4.59748 1.56246 4.22240
H 2.55019 2.94532 4.23867
H -0.61504 -0.23300 4.28085
H -2.88158 -1.24723 4.31144
H -5.33506 -0.93346 4.87158
H -4.78005 -2.26425 3.84672
C 1.72020 3.51051 7.95994
C 1.13573 2.92807 6.68322
N -0.11152 3.57202 6.35627
C -1.15650 2.95204 5.66908
C -2.52110 3.62111 5.76728
H 2.76691 3.19869 8.07368
H 1.69565 4.61105 7.94709
H 1.14892 3.15383 8.82852
H 1.84319 3.12025 5.87144
H 1.03619 1.83044 6.73684
H -0.44644 4.19313 7.09191
H -0.80679 3.10465 4.62738
H -1.20819 1.85531 5.80418
H -3.14647 3.28060 4.93127
H -2.99633 3.33519 6.70865
H -2.42665 4.71030 5.70320
```

Properties
E_tot, a.u.: -1138.18982
Charge: +1

=====

Computed frontier orbital gap, in the same sequence as the records: 0.368; 0.348; 0.385; 0.213 Ha.